[1]
Computed, not measured: an isolated molecule of C3H4N2OS, with the ωB97M-V functional and the def2-TZVPD basis.

Positions of all 11 atoms, in Å:
C1 -2.268 0.373 0.430
C2 1.084 -0.042 -0.455
C3 1.744 -0.149 -1.723
N1 0.516 -0.146 0.555
N2 0.044 -0.169 1.692
O1 -1.934 0.129 3.253
S1 -1.610 -0.017 1.843
H1 -3.336 0.536 0.566
H2 1.537 0.733 -2.334
H3 1.406 -1.040 -2.258
H4 2.819 -0.209 -1.568

Output
LUMO level   0.044 eV
Energy relative to the best compared isomer or geometry (same formula, charge and spin)   163.21 kcal/mol
HOMO-LUMO gap   8.78 eV
Spin multiplicity   1

***

[2]
Computed, not measured: a structure of composition C36H52BrN3OP2Pd, with the ωB97M-V functional and the def2-TZVPD basis.

Positions of all 96 atoms, in Å:
N1 -7.076 5.697 -6.577
C1 -6.684 6.262 -5.422
C2 -5.919 5.604 -4.452
C3 -5.514 4.265 -4.662
C4 -5.931 3.676 -5.880
C5 -6.693 4.423 -6.781
C6 -4.715 3.581 -3.647
Pd1 0.171 -0.044 0.337
P1 6.383 -0.984 -0.722
C7 -3.510 2.981 -3.844
C8 -2.691 2.293 -2.849
C9 -1.577 1.532 -3.278
C10 -0.756 0.857 -2.367
C11 -1.006 0.910 -0.978
C12 -2.122 1.669 -0.548
C13 -2.943 2.343 -1.456
Br1 1.662 -1.250 2.010
H1 -5.157 3.570 -2.643
H2 -3.077 3.000 -4.853
H3 -5.634 6.125 -3.531
H4 -5.663 2.644 -6.127
H5 -6.999 7.302 -5.260
H6 -7.017 3.968 -7.728
H7 -1.357 1.476 -4.352
H8 -3.797 2.917 -1.078
H9 0.096 0.280 -2.746
H10 -2.352 1.735 0.522
P2 -0.285 -2.091 -0.681
C14 5.794 0.795 -0.588
C15 6.844 1.818 -1.041
H11 5.465 1.001 0.451
H12 4.894 0.870 -1.227
H13 6.669 2.801 -0.568
H14 7.866 1.498 -0.770
H15 6.817 1.954 -2.137
C16 5.516 -1.409 -2.334
C17 6.156 -2.568 -3.110
H16 5.554 -0.485 -2.944
H17 4.446 -1.616 -2.134
H18 5.869 -2.534 -4.176
H19 7.258 -2.527 -3.052
H20 5.834 -3.547 -2.713
C18 5.215 -1.771 0.528
C19 5.882 -2.143 1.860
H21 4.721 -2.649 0.068
H22 4.420 -1.023 0.714
H23 5.316 -2.940 2.376
H24 6.914 -2.507 1.715
H25 5.932 -1.269 2.532
C20 -0.223 -3.477 0.557
C21 -1.375 -4.490 0.598
H26 -0.151 -2.953 1.527
H27 0.750 -3.976 0.389
H28 -2.304 -4.015 0.956
H29 -1.576 -4.950 -0.383
H30 -1.128 -5.301 1.306
C22 0.828 -2.580 -2.088
C23 0.266 -2.574 -3.516
H31 1.183 -3.592 -1.825
H32 1.719 -1.931 -2.000
H33 -0.214 -3.536 -3.762
H34 -0.474 -1.774 -3.679
H35 1.088 -2.423 -4.238
C24 -2.014 -1.989 -1.358
C25 -3.154 -1.502 -0.456
H36 -2.224 -3.015 -1.711
H37 -1.911 -1.379 -2.274
H38 -3.900 -0.921 -1.025
H39 -3.677 -2.331 0.047
H40 -2.748 -0.838 0.328
C26 -1.283 0.172 6.607
N2 -1.630 0.195 5.174
N3 -0.760 0.062 4.166
C27 -1.483 0.211 2.976
O1 -1.153 0.202 1.774
C28 -2.805 0.441 3.309
C29 -2.861 0.433 4.682
C30 -4.087 0.687 5.505
C31 0.642 -0.081 4.470
C32 1.083 -1.207 5.198
C33 2.428 -1.354 5.545
C34 3.352 -0.371 5.183
C35 2.929 0.761 4.476
C36 1.578 0.912 4.119
H41 -2.159 0.382 7.253
H42 -0.512 0.943 6.821
H43 -0.902 -0.823 6.905
H44 -3.627 0.616 2.628
H45 -4.293 -0.191 6.151
H46 -3.922 1.582 6.143
H47 -4.965 0.875 4.854
H48 0.385 -1.984 5.481
H49 2.753 -2.230 6.094
H50 4.394 -0.491 5.456
H51 3.653 1.517 4.205
H52 1.263 1.793 3.578

Output
LUMO level (spin up / spin down)   -10.443 / -13.127 eV
Net charge   +4
HOMO-LUMO gap (spin up / spin down)   6.79 / 4.05 eV
Spin multiplicity   5

***

[3]
Computed, not measured: a cluster of 2 separate species, C9H18N in total, with the ωB97M-V functional and the def2-TZVPD basis.

Positions of all 28 atoms, in Å:
C1 -1.028 0.253 1.869
C2 -0.619 0.349 0.618
C3 1.844 2.177 0.025
C4 1.699 1.363 -1.257
C5 1.462 0.752 0.081
C6 1.776 -1.854 0.270
C7 -1.719 -1.299 -0.742
C8 -2.838 0.797 -0.167
C9 2.189 -0.462 0.708
N1 -1.512 0.128 -0.449
H1 -1.962 0.117 2.301
H2 -0.271 0.358 2.566
H3 2.886 2.358 0.416
H4 1.229 3.009 0.224
H5 0.769 1.645 -1.905
H6 2.537 1.071 -1.834
H7 2.716 -2.348 0.399
H8 1.537 -1.852 -0.722
H9 0.939 -2.377 0.920
H10 -0.839 -1.798 -1.060
H11 -2.078 -1.808 0.123
H12 -2.465 -1.448 -1.553
H13 -3.499 0.384 0.567
H14 -2.607 1.762 0.300
H15 -3.536 0.740 -1.092
H16 3.205 -0.207 0.511
H17 1.794 -0.282 1.645
H18 -1.212 0.574 -1.259

Output
LUMO level   -2.747 eV
Net charge   +1
Energy relative to the best compared isomer or geometry (same formula, charge and spin)   106.33 kcal/mol
HOMO-LUMO gap   10.86 eV
Spin multiplicity   1

***

[4]
Computed, not measured: a cluster of 3 separate species, C4H12NO4 in total, with the ωB97M-V functional and the def2-TZVPD basis.

Positions of all 21 atoms, in Å:
C1 1.887 1.712 0.512
N1 0.894 0.804 -0.112
C2 1.106 0.840 -1.556
C3 1.015 -0.566 0.500
C4 -0.183 -1.565 0.174
O1 -0.030 -1.855 -0.985
O2 -0.913 -1.778 1.154
H1 2.671 2.101 -0.121
H2 2.363 1.330 1.468
H3 1.201 2.544 0.811
H4 2.117 0.610 -1.871
H5 0.942 1.803 -2.112
H6 0.356 0.051 -1.952
H7 1.965 -1.122 0.155
H8 1.122 -0.372 1.572
H9 -1.923 -0.147 -1.279
H10 -1.425 1.312 -0.948
O3 -2.147 0.802 -1.387
H11 -1.673 0.326 0.876
H12 -0.661 0.286 2.174
O4 -1.443 0.722 1.747

Output
LUMO level   3.688 eV
Net charge   -1
Energy relative to the best compared isomer or geometry (same formula, charge and spin)   63.63 kcal/mol
HOMO-LUMO gap   7.84 eV
Spin multiplicity   1